C3H8P2 | ωB97M-V with the def2-TZVPD basis set

Calculated values
- Largest force on an atom: 0.1231 Eh/bohr
- E_tot: -21814.1120 eV
- Molecular weight: 106.04 g mol⁻¹

Element x y z (Å)
H -0.378 -1.719 -1.016
P 0.919 0.880 0.407
H -1.425 -0.236 0.785
H -1.600 2.975 -0.806
C 0.696 -1.575 -0.842
H -2.682 2.657 0.907
H 1.276 -2.512 -0.917
H 1.114 -1.157 -1.859
P -1.277 2.787 0.459
C -0.778 1.125 0.509
H 2.249 -0.986 0.501
H 0.716 -1.269 1.411
C 1.170 -0.972 0.460

C3H8S | ωB97M-V with the def2-TZVPD basis set

Calculated values
- Largest force on an atom: 0.0173 Eh/bohr
- Total charge: -1
- E_tot: -14073.7793 eV
- Molecular weight: 76.16 g mol⁻¹
- Expectation value of S²: 0.751
- Multiplicity: 2

Element x y z (Å)
H 0.214 1.654 -1.077
H 0.160 -5.964 -3.305
H 0.236 3.441 0.627
C -0.146 2.454 0.868
H 1.430 1.236 0.111
H -0.070 0.375 0.123
H 0.917 -5.136 -1.714
C 0.349 1.369 -0.033
S 0.700 -6.407 -2.137
C -0.971 2.333 1.897
H -1.392 1.426 2.316
H -1.428 3.219 2.324

C3H8S | ωB97M-V with the def2-TZVPD basis set

Calculated values
- Largest force on an atom: 0.0886 Eh/bohr
- Total charge: -1
- E_tot: -14072.7423 eV
- Molecular weight: 76.16 g mol⁻¹
- Expectation value of S²: 0.750
- Multiplicity: 2

Element x y z (Å)
H 1.199 0.677 -0.758
C 1.635 -1.455 -0.892
S -4.100 3.069 2.843
C 1.951 -1.882 0.320
H -4.003 3.038 1.511
H -5.364 2.968 2.760
H 2.427 -2.792 0.691
H 1.407 0.182 -2.538
H -0.095 -0.365 -1.742
H 1.907 -2.107 -1.719
H 2.027 -1.072 1.024
C 1.009 -0.260 -1.499

C3H8S2 | ωB97M-V with the def2-TZVPD basis set

Calculated values
- Largest force on an atom: 0.0371 Eh/bohr
- E_tot: -24910.9541 eV
- Molecular weight: 108.23 g mol⁻¹
- SMILES string: CCCSS

Element x y z (Å)
S 1.031 -1.956 -0.082
H 0.987 0.406 0.225
H 0.758 -0.044 -1.523
H -1.591 -0.339 -1.092
C -1.041 -0.140 -0.172
C -1.427 1.252 0.183
H 3.171 -1.299 1.438
H -0.841 1.587 1.061
H -2.497 1.386 0.296
S 3.180 -1.635 0.116
C 0.493 -0.261 -0.485
H -1.035 1.929 -0.588
H -1.187 -0.884 0.623

C3H8Si | ωB97M-V with the def2-TZVPD basis set

Calculated values
- Largest force on an atom: 0.0766 Eh/bohr
- E_tot: -11113.1555 eV
- Molecular weight: 72.18 g mol⁻¹

Element x y z (Å)
H -1.172 -2.019 -0.381
H 2.814 0.141 0.515
H 2.030 1.252 -0.601
H 1.144 1.056 0.968
H -2.987 0.853 0.159
H 1.492 -1.594 -0.650
Si -0.938 -0.587 -0.417
C -2.291 0.150 0.658
C 1.745 0.565 0.137
H -2.060 0.511 1.649
H -0.814 0.302 -1.582
C 1.037 -0.629 -0.455

C3H8Si2 | ωB97M-V with the def2-TZVPD basis set

Calculated values
- Largest force on an atom: 0.0536 Eh/bohr
- E_tot: -18988.6008 eV
- Molecular weight: 100.27 g mol⁻¹
- Expectation value of S²: 2.009
- Multiplicity: 3

Element x y z (Å)
H 2.112 0.637 -1.046
H 0.725 2.410 -0.447
H -1.822 1.828 -0.110
H -2.597 -1.021 1.775
C -0.977 1.159 0.017
H -2.573 -0.633 -1.147
H 0.609 -1.682 1.291
C 0.316 1.479 -0.215
C 1.355 0.435 -0.265
Si -1.596 -0.573 -0.095
H 1.652 -2.310 -0.528
Si 0.591 -1.355 -0.134
H 1.756 0.567 0.735